Formula: CH4NO3P
Source: OMol25
Level of theory: ωB97M-V/def2-TZVPD

The calculation puts the HOMO-LUMO gap at 8.73 eV. For the highest occupied orbital energy, the calculation gives -8.565 eV. Its strongest force on any atom is 3.796 eV/A. Its LUMO energy is 0.2 eV.

XYZ file:
```
10
Properties=species:S:1:pos:R:3:mulliken_charge:R:1
P -0.806 -1.780 -0.020 0.418
O -1.161 -0.613 1.131 -0.349
O 2.431 -0.879 0.178 -0.440
O -1.230 -0.520 -0.989 -0.382
N 0.953 -0.895 -0.257 -0.301
C -1.458 0.327 0.165 0.045
H 0.921 -0.742 -1.330 0.216
H -2.571 0.518 0.066 0.233
H 2.205 -0.701 1.099 0.318
H -0.720 1.151 0.033 0.241
```

---

Formula: C7H6N2OS
Source: OMol25
Level of theory: ωB97M-V/def2-TZVPD

The calculation puts the HOMO-LUMO gap at 7.01 eV. For the highest occupied orbital energy, the calculation gives -7.771 eV. Its strongest force on any atom is 3.925 eV/A. Its LUMO energy is -0.8 eV.

XYZ file:
```
17
Properties=species:S:1:pos:R:3:mulliken_charge:R:1
S 2.938 -2.857 -2.577 -0.294
O -0.529 1.661 -0.234 -0.288
N 1.072 -1.594 -0.386 -0.541
N 2.760 -0.261 -1.855 -0.357
C -1.599 2.048 0.343 -0.185
C 0.750 -0.376 -0.613 0.880
C -0.331 0.349 0.072 0.325
C -2.253 1.027 0.979 -0.605
C -1.454 -0.120 0.771 -0.470
C 2.884 -1.582 -1.446 -0.190
C 1.783 0.384 -1.445 -0.445
H 1.703 1.390 -1.745 0.489
H -1.787 3.134 0.226 0.388
H 3.102 -1.720 -0.440 0.344
H -2.980 1.141 1.752 0.377
H -1.753 -1.129 0.894 0.355
H 0.433 -2.308 0.173 0.216
```